#1
Density functional theory data (the ωB97M-V functional and the def2-TZVPD basis) for a cluster of 2 separate species, C5H15NO2 in total.

Properties
Net charge   0
SMILES   CCCCNCO.O

Last columns: bonded neighbours and bond lengths (Å).
CARTESIAN COORDINATES (ANGSTROEM)
1 C 0.304 -0.216 -0.366  N2 1.439, C5 1.558, H8 1.092, H9 1.138
2 N -0.657 -1.196 0.066  C1 1.439, C3 1.453, H10 1.009
3 C -0.327 -2.497 -0.490  N2 1.453, O4 1.433, H11 1.091, H12 1.096
4 O 0.298 -3.320 0.503  C3 1.433, H13 0.959
5 C 0.188 1.189 0.299  C1 1.558, C6 1.543, H14 1.082, H15 1.130
6 C 1.243 1.336 1.415  C5 1.543, C7 1.536, H16 1.143, H17 1.122
7 C 0.987 2.319 2.568  C6 1.536, H18 1.097, H19 1.131, H20 1.094
8 H 0.367 -0.121 -1.452  C1 1.092
9 H 1.398 -0.522 -0.326  C1 1.138
10 H -0.837 -1.029 1.045  N2 1.009
11 H -1.236 -3.087 -0.624  C3 1.091
12 H 0.337 -2.500 -1.362  C3 1.096
13 H 1.198 -3.631 0.399  O4 0.959
14 H 0.391 2.009 -0.377  C5 1.082
15 H -0.851 1.206 0.742  C5 1.130
16 H 2.265 1.574 0.964  C6 1.143
17 H 1.652 0.452 1.971  C6 1.122
18 H 1.671 2.272 3.423  C7 1.097
19 H 0.008 2.020 3.049  C7 1.131
20 H 0.897 3.332 2.164  C7 1.094
21 H -3.696 0.301 -5.011  O23 0.972
22 H -2.824 -0.219 -3.903  O23 0.966
23 O -2.777 0.330 -4.696  H21 0.972, H22 0.966

---

#2
Density functional theory data (the ωB97M-V functional and the def2-TZVPD basis) for a cluster of 3 separate species, C5H15NO2 in total.

Properties
Net charge   0
SMILES   C=CC[C@@H](C)N.O.O

Last columns: bonded neighbours and bond lengths (Å).
CARTESIAN COORDINATES (ANGSTROEM)
1 C 0.974 0.684 2.556  C2 1.527, H7 1.033, H8 1.056, H9 1.122
2 C 0.772 -0.153 1.295  C1 1.527, C3 1.549, N6 1.467, H10 1.093
3 C 0.533 0.771 0.075  C2 1.549, C4 1.573, H11 1.176, H12 1.111
4 C 1.658 0.617 -1.014  C3 1.573, C5 1.345, H13 1.126
5 C 1.391 0.821 -2.317  C4 1.345, H14 1.030, H15 1.080
6 N -0.487 -0.898 1.400  C2 1.467, H16 0.985, H17 0.990
7 H 1.128 -0.014 3.302  C1 1.033
8 H 1.834 1.271 2.377  C1 1.056
9 H 0.148 1.422 2.735  C1 1.122
10 H 1.651 -0.803 1.322  C2 1.093
11 H 0.510 1.942 0.171  C3 1.176
12 H -0.439 0.458 -0.361  C3 1.111
13 H 2.695 0.296 -0.718  C4 1.126
14 H 2.192 0.883 -2.961  C5 1.030
15 H 0.408 1.126 -2.643  C5 1.080
16 H -0.214 -1.762 1.786  N6 0.985
17 H -1.187 -0.547 2.006  N6 0.990
18 H -4.006 0.249 -2.127  O20 0.942
19 H -3.120 0.934 -3.030  O20 0.930
20 O -3.277 0.845 -2.117  H18 0.942, H19 0.930
21 H -1.310 -2.046 -0.830  O23 0.932
22 H -0.613 -3.122 -0.077  O23 0.992
23 O -1.242 -2.976 -0.829  H21 0.932, H22 0.992

---

#3
Density functional theory data (the ωB97M-V functional and the def2-TZVPD basis) for a cluster of 2 separate species, C5H15NO2 in total.

Properties
Net charge   0
SMILES   CNCCCCO.O

Last columns: bonded neighbours and bond lengths (Å).
CARTESIAN COORDINATES (ANGSTROEM)
1 C 2.028 0.010 0.909  O2 1.417, C3 1.519, H8 1.105, H9 1.093
2 O 2.741 1.149 0.460  C1 1.417, H10 0.964
3 C 0.830 0.282 1.802  C1 1.519, C4 1.521, H11 1.095, H12 1.096
4 C -0.207 1.173 1.135  C3 1.521, C5 1.530, H13 1.102, H14 1.101
5 C -0.532 0.894 -0.333  C4 1.530, N7 1.469, H15 1.093, H16 1.097
6 C -2.311 -0.712 -0.890  N7 1.478, H17 1.093, H18 1.095, H19 1.089
7 N -0.875 -0.508 -0.606  C5 1.469, C6 1.478, H20 1.012
8 H 1.746 -0.639 0.061  C1 1.105
9 H 2.792 -0.596 1.401  C1 1.093
10 H 2.142 1.832 0.138  O2 0.964
11 H 1.202 0.760 2.714  C3 1.095
12 H 0.440 -0.696 2.106  C3 1.096
13 H -1.148 1.231 1.705  C4 1.102
14 H 0.039 2.233 1.302  C4 1.101
15 H -1.349 1.564 -0.610  C5 1.093
16 H 0.329 1.156 -0.960  C5 1.097
17 H -2.429 -1.640 -1.455  C6 1.093
18 H -2.911 -0.826 0.020  C6 1.095
19 H -2.708 0.083 -1.521  C6 1.089
20 H -0.710 -1.112 0.189  N7 1.012
21 H 0.549 -2.548 -2.234  O23 0.968
22 H 0.065 -1.152 -2.400  O23 0.973
23 O 0.278 -1.937 -2.933  H21 0.968, H22 0.973

---

Most stable structure: #3

---

#1
Density functional theory data (the ωB97M-V functional and the def2-TZVPD basis) for a cluster of 2 separate species, C5H15NO2 in total.

Properties
Net charge   0
SMILES   CCN(C)CCO.O

Last columns: bonded neighbours and bond lengths (Å).
CARTESIAN COORDINATES (ANGSTROEM)
1 C 1.566 1.333 -2.004  C2 1.502, H8 1.167, H9 1.135, H10 1.059
2 C 1.727 0.751 -0.628  C1 1.502, N3 1.593, H11 1.069, H12 1.141
3 N 0.739 -0.494 -0.518  C2 1.593, C4 1.416, C5 1.508
4 C 1.436 -1.715 -0.352  N3 1.416, H13 1.032, H14 1.035, H15 1.283
5 C -0.442 -0.515 0.418  N3 1.508, C6 1.502, H16 1.205, H17 1.142
6 C -1.620 -1.339 -0.017  C5 1.502, O7 1.382, H18 1.124, H19 1.209
7 O -2.593 -1.366 0.964  C6 1.382, H20 0.911
8 H 0.643 0.735 -2.393  C1 1.167
9 H 2.484 1.054 -2.610  C1 1.135
10 H 1.163 2.312 -2.020  C1 1.059
11 H 1.553 1.498 0.117  C2 1.069
12 H 2.779 0.395 -0.367  C2 1.141
13 H 2.452 -1.655 -0.525  C4 1.032
14 H 1.370 -2.221 0.548  C4 1.035
15 H 0.851 -2.516 -1.166  C4 1.283
16 H -0.016 -0.635 1.539  C5 1.205
17 H -0.625 0.612 0.443  C5 1.142
18 H -1.171 -2.259 -0.480  C6 1.124
19 H -2.098 -0.698 -0.925  C6 1.209
20 H -2.327 -1.789 1.725  O7 0.911
21 H -0.352 2.340 1.214  O23 0.917
22 H -1.436 2.359 2.115  O23 1.006
23 O -0.712 2.970 1.775  H21 0.917, H22 1.006

---

#2
Density functional theory data (the ωB97M-V functional and the def2-TZVPD basis) for a cluster of 2 separate species, C5H15NO2 in total.

Properties
Net charge   0
SMILES   C[C@H](N)CCCO.O

Last columns: bonded neighbours and bond lengths (Å).
CARTESIAN COORDINATES (ANGSTROEM)
1 C 1.190 0.721 3.054  C2 1.539, H8 1.087, H9 1.090, H10 1.079
2 C 0.604 0.458 1.656  C1 1.539, C3 1.528, N7 1.491, H11 1.090
3 C 1.188 -0.758 0.938  C2 1.528, C4 1.528, H12 1.085, H13 1.092
4 C 1.696 -0.525 -0.484  C3 1.528, C5 1.516, H14 1.098, H15 1.086
5 C 0.751 0.205 -1.417  C4 1.516, O6 1.441, H16 1.088, H17 1.089
6 O -0.411 -0.589 -1.728  C5 1.441, H18 0.962
7 N -0.862 0.260 1.846  C2 1.491, H19 1.013, H20 1.013
8 H 0.644 0.099 3.759  C1 1.087
9 H 2.232 0.400 3.073  C1 1.090
10 H 1.073 1.771 3.274  C1 1.079
11 H 0.705 1.335 1.018  C2 1.090
12 H 0.521 -1.613 0.971  C3 1.085
13 H 2.065 -1.057 1.516  C3 1.092
14 H 2.655 0.010 -0.511  C4 1.098
15 H 1.921 -1.475 -0.959  C4 1.086
16 H 1.227 0.366 -2.382  C5 1.088
17 H 0.442 1.195 -1.087  C5 1.089
18 H -1.062 -0.455 -1.032  O6 0.962
19 H -1.355 0.017 0.996  N7 1.013
20 H -1.312 1.088 2.217  N7 1.013
21 H -4.655 -0.913 -5.542  O23 0.964
22 H -4.390 -0.387 -4.185  O23 0.965
23 O -4.868 -0.153 -4.990  H21 0.964, H22 0.965

---

#3
Density functional theory data (the ωB97M-V functional and the def2-TZVPD basis) for a cluster of 2 separate species, C5H15NO2 in total.

Properties
Net charge   0
SMILES   CCN(C)CCO.O

Last columns: bonded neighbours and bond lengths (Å).
CARTESIAN COORDINATES (ANGSTROEM)
1 C -1.698 -1.157 2.141  C2 1.502, H8 1.090, H9 1.098, H10 1.082
2 C -0.666 -0.603 1.201  C1 1.502, N3 1.481, H11 1.098, H12 1.091
3 N -1.146 -0.313 -0.170  C2 1.481, C4 1.461, C5 1.451
4 C -2.569 0.007 -0.262  N3 1.461, H13 1.083, H14 1.087, H15 1.082
5 C -0.328 0.698 -0.815  N3 1.451, C6 1.529, H16 1.083, H17 1.108
6 C 0.629 0.098 -1.846  C5 1.529, O7 1.449, H18 1.089, H19 1.078
7 O 1.978 0.488 -1.487  C6 1.449, H20 0.969
8 H -2.055 -2.121 1.779  C1 1.090
9 H -2.576 -0.505 2.228  C1 1.098
10 H -1.310 -1.398 3.123  C1 1.082
11 H 0.191 -1.285 1.122  C2 1.098
12 H -0.187 0.293 1.600  C2 1.091
13 H -3.163 -0.878 -0.073  C4 1.083
14 H -2.860 0.833 0.382  C4 1.087
15 H -2.746 0.294 -1.290  C4 1.082
16 H -0.969 1.487 -1.191  C5 1.083
17 H 0.322 1.261 -0.117  C5 1.108
18 H 0.451 0.502 -2.842  C6 1.089
19 H 0.505 -0.970 -1.772  C6 1.078
20 H 2.627 -0.187 -1.737  O7 0.969
21 H 2.677 -0.082 1.157  O23 0.971
22 H 2.987 1.065 0.236  O23 0.976
23 O 3.309 0.648 1.058  H21 0.971, H22 0.976

---

#4
Density functional theory data (the ωB97M-V functional and the def2-TZVPD basis) for a cluster of 3 separate species, C5H15NO2 in total.

Properties
Net charge   0
SMILES   CN1CCCC1.O.O

Last columns: bonded neighbours and bond lengths (Å).
CARTESIAN COORDINATES (ANGSTROEM)
1 C 2.545 1.698 0.513  N2 1.480, H7 1.102, H8 1.121, H9 1.083
2 N 1.546 0.676 0.900  C1 1.480, C3 1.493, C6 1.472
3 C 1.459 -0.457 -0.069  N2 1.493, C4 1.564, H10 1.066, H11 1.077
4 C -0.034 -0.873 -0.283  C3 1.564, C5 1.522, H12 1.090, H13 1.100
5 C -0.767 0.114 0.612  C4 1.522, C6 1.547, H14 1.106, H15 1.093
6 C 0.198 1.263 0.987  N2 1.472, C5 1.547, H16 1.099, H17 1.083
7 H 3.579 1.436 0.787  C1 1.102
8 H 2.422 2.619 1.139  C1 1.121
9 H 2.482 2.027 -0.516  C1 1.083
10 H 2.118 -0.342 -0.898  C3 1.066
11 H 1.907 -1.324 0.387  C3 1.077
12 H -0.142 -1.886 0.105  C4 1.090
13 H -0.197 -0.889 -1.370  C4 1.100
14 H -1.099 -0.334 1.567  C5 1.106
15 H -1.638 0.595 0.159  C5 1.093
16 H 0.168 2.163 0.357  C6 1.099
17 H 0.009 1.645 1.982  C6 1.083
18 H -0.185 -0.918 -2.825  O20 0.974
19 H -1.176 -0.152 -3.700  O20 0.986
20 O -0.450 -0.817 -3.756  H18 0.974, H19 0.986
21 H -2.889 -0.878 1.962  O23 0.963
22 H -3.382 -1.940 1.045  O23 0.963
23 O -3.712 -1.273 1.656  H21 0.963, H22 0.963

---

Most stable structure: #2

---

#1
Density functional theory data (the ωB97M-V functional and the def2-TZVPD basis) for the ion C4H7O2 with charge +1.

Properties
Net charge   +1

Last columns: bonded neighbours and bond lengths (Å).
CARTESIAN COORDINATES (ANGSTROEM)
1 C 1.118 0.284 -0.254  C4 1.435, O5 1.173, O6 1.737
2 C -1.527 1.026 0.381  C3 1.490, O6 1.454, H7 1.141, H8 1.000
3 C -1.646 -0.281 -0.324  C2 1.490, O6 1.453, H9 1.065, H10 1.011
4 C 2.005 -0.766 0.159  C1 1.435, H11 1.073, H12 1.086, H13 1.054
5 O 1.073 1.189 -1.000  C1 1.173
6 O -0.455 0.045 0.442  C1 1.737, C2 1.454, C3 1.453
7 H -1.386 1.868 -0.375  C2 1.141
8 H -2.144 1.253 1.135  C2 1.000
9 H -2.234 -0.931 0.281  C3 1.065
10 H -1.631 -0.543 -1.301  C3 1.011
11 H 1.735 -1.060 1.155  C4 1.073
12 H 2.087 -1.653 -0.461  C4 1.086
13 H 3.006 -0.432 0.162  C4 1.054

---

#2
Density functional theory data (the ωB97M-V functional and the def2-TZVPD basis) for a cluster of 2 separate species, C4H7O2 in total.

Properties
Net charge   +1

Last columns: bonded neighbours and bond lengths (Å).
CARTESIAN COORDINATES (ANGSTROEM)
1 C -2.510 -0.999 0.293  C3 1.247, H7 1.168, H8 1.062
2 C 0.939 -0.874 0.276  O6 1.334, H9 1.077, H10 1.101
3 C -1.335 -0.649 0.522  C1 1.247, O6 1.259
4 C 1.075 1.949 -0.533  O5 1.280, H11 1.121, H12 1.031
5 O 1.322 0.720 -0.792  C4 1.280, H13 0.954
6 O -0.174 -0.742 1.000  C2 1.334, C3 1.259
7 H -2.737 -2.082 0.667  C1 1.168
8 H -3.311 -0.506 -0.198  C1 1.062
9 H 1.803 -1.024 0.902  C2 1.077
10 H 0.642 -1.167 -0.743  C2 1.101
11 H 1.926 2.565 -0.141  C4 1.121
12 H 0.117 2.330 -0.531  C4 1.031
13 H 2.242 0.479 -0.723  O5 0.954

---

Most stable structure: #1

---

#1
Density functional theory data (the ωB97M-V functional and the def2-TZVPD basis) for an isolated molecule of C4H7Cl.

Properties
Net charge   0
SMILES   ClC1CCC1

Last columns: bonded neighbours and bond lengths (Å).
CARTESIAN COORDINATES (ANGSTROEM)
1 C -0.039 0.107 0.417  C2 1.473, C4 1.538, H5 1.077, Cl12 1.825
2 C 0.957 1.090 -0.044  C1 1.473, C3 1.562, H6 1.061, H7 1.172
3 C 1.950 -0.112 -0.148  C2 1.562, C4 1.515, H8 1.098, H9 1.081
4 C 0.797 -1.091 -0.062  C1 1.538, C3 1.515, H10 1.029, H11 1.185
5 H -0.025 0.102 1.493  C1 1.077
6 H 1.163 1.861 0.655  C2 1.061
7 H 0.743 1.683 -1.031  C2 1.172
8 H 2.736 -0.176 -0.913  C3 1.098
9 H 2.638 -0.195 0.681  C3 1.081
10 H 0.405 -1.369 -0.972  C4 1.029
11 H 0.734 -1.946 0.757  C4 1.185
12 Cl -1.787 0.005 -0.097  C1 1.825

---

#2
Density functional theory data (the ωB97M-V functional and the def2-TZVPD basis) for an isolated molecule of C4H7Cl.

Properties
Net charge   0
SMILES   C[C@@H]1C[C@H]1Cl

Last columns: bonded neighbours and bond lengths (Å).
CARTESIAN COORDINATES (ANGSTROEM)
1 C -1.087 1.063 -0.333  C2 1.515, H5 1.107, H6 1.082, H7 1.123
2 C 0.011 0.039 -0.537  C1 1.515, C3 1.504, C4 1.512, H8 1.057
3 C 0.078 -1.251 0.233  C2 1.504, C4 1.503, H9 1.087, H10 1.045
4 C 1.064 -0.157 0.530  C2 1.512, C3 1.503, H11 1.041, Cl12 1.798
5 H -1.893 0.754 -1.028  C1 1.107
6 H -0.825 2.094 -0.530  C1 1.082
7 H -1.478 1.085 0.719  C1 1.123
8 H 0.459 0.027 -1.494  C2 1.057
9 H 0.566 -2.133 -0.176  C3 1.087
10 H -0.591 -1.340 1.030  C3 1.045
11 H 0.907 0.291 1.456  C4 1.041
12 Cl 2.789 -0.471 0.129  C4 1.798

---

#3
Density functional theory data (the ωB97M-V functional and the def2-TZVPD basis) for an isolated molecule of C4H7Cl.

Properties
Net charge   0
SMILES   ClCC1CC1

Last columns: bonded neighbours and bond lengths (Å).
CARTESIAN COORDINATES (ANGSTROEM)
1 C -0.461 -1.355 -0.419  C2 1.467, H5 1.175, H6 1.107, Cl12 1.674
2 C -0.330 0.105 -0.384  C1 1.467, C3 1.487, C4 1.509, H7 1.185
3 C -0.210 1.061 0.748  C2 1.487, C4 1.452, H8 1.141, H9 1.044
4 C 0.989 0.730 0.000  C2 1.509, C3 1.452, H10 1.136, H11 1.125
5 H -1.571 -1.739 -0.395  C1 1.175
6 H 0.112 -1.856 -1.222  C1 1.107
7 H -0.743 0.562 -1.398  C2 1.185
8 H -0.797 2.022 0.561  C3 1.141
9 H -0.399 0.746 1.725  C3 1.044
10 H 1.693 0.015 0.531  C4 1.136
11 H 1.266 1.635 -0.609  C4 1.125
12 Cl 0.451 -1.926 0.862  C1 1.674

---

Most stable structure: #2